DFT (ωB97M-V with the def2-TZVPD basis set) results for 4 unconnected molecules or ions with the total composition C33H59FIN4OPS in a non-equilibrium geometry.

Each line ends with the Löwdin charge.
Cartesian coordinates (Å):
C1 -0.806 0.545 -2.107  -0.190
C2 -0.286 1.196 -3.475  -0.732
I1 -0.926 3.292 -3.550  0.745
C3 1.274 0.971 -3.793  -0.205
C4 2.169 0.571 -2.541  -0.091
C5 3.162 1.612 -1.911  -0.225
P1 3.386 3.374 -2.607  0.713
O1 4.156 3.378 -3.950  -0.499
C6 4.052 1.287 -0.655  -0.074
C7 3.957 -0.121 -0.033  -0.399
C8 3.010 -1.230 -0.630  -0.130
C9 2.165 -0.837 -1.857  -0.066
F1 1.274 -1.807 -2.398  -0.029
N1 2.955 -2.569 -0.027  0.040
C10 2.699 -2.547 1.422  -0.199
C11 1.556 -3.402 2.080  -0.006
C12 1.357 -3.308 3.629  -0.068
C13 2.249 -2.424 4.552  -0.068
C14 3.393 -1.591 3.906  -0.079
C15 3.590 -1.666 2.377  -0.411
S1 4.897 -0.671 1.483  0.879
H1 -0.181 0.788 -1.186  0.062
H2 -0.906 -0.596 -2.256  0.088
H3 -1.880 0.905 -1.871  0.071
H4 -0.868 0.669 -4.323  0.088
H5 1.666 1.961 -4.239  0.076
H6 1.410 0.186 -4.630  0.121
H7 2.103 4.006 -2.658  -0.034
H8 4.215 4.119 -1.675  0.021
H9 4.742 2.088 -0.204  0.102
H10 2.330 -3.206 -0.537  0.125
H11 0.878 -4.094 1.460  0.098
H12 0.524 -3.897 4.137  0.085
H13 2.074 -2.349 5.676  0.089
H14 4.075 -0.893 4.507  0.103
C16 1.609 -1.626 -9.593  -0.092
C17 1.975 -1.897 -8.139  -0.271
N2 1.314 -3.072 -7.580  -0.194
C18 1.412 -3.156 -6.125  -0.251
C19 2.802 -3.329 -5.517  -0.084
C20 1.520 -4.327 -8.295  -0.251
C21 2.956 -4.805 -8.498  -0.087
H15 0.525 -1.570 -9.723  0.079
H16 2.034 -0.670 -9.911  0.073
H17 2.001 -2.396 -10.262  0.064
H18 1.669 -1.016 -7.564  0.113
H19 3.067 -1.962 -8.050  0.100
H20 0.767 -3.966 -5.766  0.113
H21 0.971 -2.243 -5.705  0.095
H22 3.188 -4.338 -5.666  0.057
H23 2.750 -3.165 -4.436  0.057
H24 3.523 -2.613 -5.917  0.071
H25 1.051 -4.238 -9.281  0.102
H26 0.950 -5.123 -7.802  0.115
H27 3.613 -4.012 -8.861  0.068
H28 2.973 -5.602 -9.248  0.073
H29 3.381 -5.219 -7.585  0.053
C22 0.264 4.874 2.364  -0.091
C23 0.491 3.441 1.897  -0.269
N3 1.130 2.596 2.901  -0.183
C24 1.628 1.332 2.362  -0.235
C25 0.601 0.347 1.810  -0.064
C26 0.456 2.505 4.190  -0.243
C27 -0.992 2.019 4.204  -0.091
H30 1.193 5.323 2.726  0.079
H31 -0.098 5.483 1.530  0.072
H32 -0.484 4.931 3.158  0.064
H33 1.141 3.492 1.016  0.112
H34 -0.463 3.020 1.556  0.099
H35 2.227 0.825 3.127  0.095
H36 2.339 1.564 1.561  0.089
H37 0.034 -0.139 2.606  0.060
H38 1.114 -0.445 1.258  0.043
H39 -0.100 0.821 1.118  0.056
H40 0.484 3.494 4.661  0.103
H41 1.045 1.873 4.865  0.116
H42 -1.607 2.517 3.450  0.070
H43 -1.441 2.236 5.177  0.069
H44 -1.062 0.943 4.054  0.048
C28 -5.945 2.778 7.518  -0.093
C29 -5.120 2.166 6.393  -0.272
N4 -5.223 0.712 6.319  -0.193
C30 -4.210 0.102 5.461  -0.249
C31 -4.247 0.439 3.972  -0.092
C32 -6.569 0.168 6.183  -0.251
C33 -7.410 0.633 4.995  -0.088
H45 -5.706 2.315 8.480  0.080
H46 -5.727 3.846 7.599  0.072
H47 -7.018 2.676 7.340  0.064
H48 -4.074 2.434 6.581  0.113
H49 -5.398 2.643 5.444  0.099
H50 -4.248 -0.987 5.577  0.112
H51 -3.225 0.388 5.847  0.099
H52 -5.073 -0.060 3.463  0.056
H53 -3.325 0.091 3.497  0.061
H54 -4.318 1.513 3.790  0.068
H55 -7.125 0.398 7.099  0.102
H56 -6.519 -0.927 6.171  0.115
H57 -7.388 1.717 4.866  0.068
H58 -8.455 0.350 5.154  0.073
H59 -7.093 0.166 4.064  0.053

## Properties
SMILES string: C[C@@H](I)Cc1c([PH2]=O)cc2c(c1F)Nc1ccccc1S2.CCN(CC)CC.CCN(CC)CC.CCN(CC)CC
Orbital gap, eV: 7.60
Electronic energy, eV: -74119.3536
F_max, eV/Å: 4.13